The following is a quantum chemistry calculation of a structure of composition C57H70CrF9NO5PSi3, from the OMol25 dataset.

Structure (XYZ):
```
147
C57H70CrF9NO5PSi3 | the OMol25 dataset | wB97M-V/def2-TZVPD
Cr 1.774 -0.066 -0.375
C 0.413 -3.630 1.227
O 1.182 -2.495 0.851
Si 2.550 -1.960 1.685
C 3.418 -3.409 2.499
C 1.946 -0.901 3.100
C 3.482 -1.173 0.280
Si 4.880 -0.028 0.796
C 5.073 1.434 -0.373
C 6.581 -0.846 0.813
C 4.792 0.709 2.522
Si 4.109 -2.514 -0.885
C 5.351 -3.707 -0.085
C 5.009 -1.740 -2.345
C 2.815 -3.680 -1.631
H 1.032 -4.391 1.709
H -0.027 -4.073 0.332
H -0.395 -3.355 1.910
H 2.862 -3.766 3.371
H 4.409 -3.092 2.844
H 3.567 -4.251 1.817
H 2.071 -1.424 4.053
H 0.894 -0.645 2.962
H 2.495 0.036 3.155
H 5.338 1.107 -1.386
H 5.861 2.108 -0.016
H 4.132 1.991 -0.395
H 6.836 -1.372 -0.111
H 6.666 -1.561 1.637
H 7.337 -0.068 0.977
H 3.953 1.399 2.634
H 5.718 1.265 2.703
H 4.715 -0.063 3.295
H 5.722 -3.373 0.882
H 6.217 -3.832 -0.746
H 4.901 -4.693 0.056
H 4.364 -1.056 -2.902
H 5.332 -2.534 -3.030
H 5.902 -1.189 -2.031
H 3.156 -4.712 -1.522
H 2.682 -3.482 -2.697
H 1.841 -3.597 -1.147
O -0.179 1.988 -2.764
C -1.518 1.648 -2.443
C -1.457 0.805 -1.122
O -2.524 0.534 -0.598
O -0.275 0.504 -0.716
C -2.324 2.919 -2.183
C -3.700 2.870 -1.961
C -4.406 4.020 -1.642
C -3.755 5.244 -1.543
C -2.391 5.306 -1.780
C -1.684 4.151 -2.096
C -2.104 0.780 -3.563
C -1.541 0.839 -4.833
C -2.036 0.067 -5.875
C -3.108 -0.787 -5.661
C -3.676 -0.858 -4.396
C -3.180 -0.084 -3.354
H 0.316 1.395 -2.157
H -4.226 1.927 -2.027
H -5.473 3.956 -1.465
H -4.306 6.139 -1.283
H -1.870 6.254 -1.711
H -0.617 4.208 -2.263
H -0.699 1.491 -5.003
H -1.578 0.131 -6.855
H -3.497 -1.393 -6.470
H -4.513 -1.521 -4.212
H -3.614 -0.182 -2.367
C 2.857 4.394 -2.963
N 2.227 3.159 -3.488
C 1.803 3.347 -4.900
C 3.153 1.971 -3.300
C 2.483 0.633 -3.480
C 2.386 0.106 -4.768
C 1.692 -1.070 -5.013
C 1.082 -1.730 -3.958
C 1.221 -1.226 -2.674
C 1.945 -0.063 -2.390
H 2.127 5.201 -2.969
H 3.699 4.652 -3.601
H 3.209 4.223 -1.950
H 1.353 2.954 -2.977
H 2.681 3.562 -5.505
H 1.101 4.177 -4.947
H 1.319 2.442 -5.246
H 3.539 2.054 -2.291
H 3.965 2.121 -4.013
H 2.868 0.617 -5.597
H 1.616 -1.460 -6.021
H 0.511 -2.634 -4.136
H 0.738 -1.768 -1.856
F -3.656 -5.851 6.762
C -2.822 -4.844 7.075
F -1.661 -5.391 7.469
F -3.350 -4.221 8.147
C -2.638 -3.897 5.925
C -3.736 -3.551 5.146
C -3.585 -2.659 4.097
C -2.338 -2.102 3.811
C -1.252 -2.460 4.606
C -1.395 -3.349 5.664
P -1.995 -0.916 2.430
C -3.243 -1.493 1.212
C -4.578 -1.104 1.210
C -5.452 -1.593 0.252
C -4.992 -2.480 -0.712
C -3.661 -2.867 -0.731
C -2.793 -2.367 0.228
C -5.949 -2.973 -1.756
F -7.129 -3.335 -1.223
F -6.223 -2.016 -2.673
F -5.470 -4.030 -2.431
C -2.774 0.605 3.125
C -3.011 0.774 4.489
C -3.441 1.996 4.988
C -3.639 3.063 4.127
C -3.417 2.912 2.765
C -2.979 1.694 2.272
C -4.128 4.369 4.680
F -3.521 4.676 5.841
F -5.453 4.339 4.934
F -3.914 5.391 3.834
H -4.705 -3.986 5.358
H -4.447 -2.406 3.493
H -0.274 -2.038 4.393
H -0.543 -3.621 6.271
H -4.934 -0.383 1.938
H -6.490 -1.283 0.249
H -3.302 -3.536 -1.502
H -1.740 -2.620 0.184
H -2.861 -0.049 5.176
H -3.622 2.117 6.049
H -3.575 3.744 2.091
H -2.813 1.576 1.207
C 0.812 2.474 2.402
C 1.743 2.566 1.200
C 1.076 3.357 0.085
O 2.157 1.279 0.798
H -0.023 1.811 2.161
H 0.415 3.460 2.655
H 1.331 2.077 3.276
H 2.647 3.111 1.503
H 0.115 2.914 -0.168
H 1.712 3.337 -0.807
H 0.917 4.396 0.382
```

F_max   0.77 eV/Å
2S+1   4
Lowest unoccupied orbital energy (spin up / spin down)   -0.1 / -0.1 eV

---

The following is a quantum chemistry calculation of a cluster of 2 separate species, C6H12N2O2 in total in a non-equilibrium geometry, from the OMol25 dataset.

Structure (XYZ):
```
22
C6H12N2O2 | the OMol25 dataset | wB97M-V/def2-TZVPD
C -2.620 -0.206 0.829
N -2.039 0.594 -0.233
C -1.385 1.842 0.109
C -0.596 0.680 -0.381
C 0.345 -0.054 0.540
C 0.768 -1.482 0.111
N 2.173 -1.056 0.113
C 1.815 0.360 0.389
O 2.454 1.279 0.852
H -2.117 -0.093 1.806
H -3.669 0.091 0.960
H -2.595 -1.266 0.543
H -1.579 2.694 -0.545
H -1.291 2.086 1.173
H -0.270 0.680 -1.427
H 0.038 0.002 1.591
H 0.546 -2.237 0.875
H 0.405 -1.796 -0.877
H 2.980 -1.601 0.396
O 2.464 0.164 -2.324
H 2.500 -0.671 -1.663
H 1.670 -0.009 -2.839
```

ΔE to the lowest compared entry with this formula, charge and spin   284.5 kJ/mol
SMILES   CN1C[C@H]1[C@H]1CNC1=O.O
F_max   3.90 eV/Å
Lowest unoccupied orbital energy   0.6 eV

---

The following is a quantum chemistry calculation of a structure of composition C24H25N9ReSSbSe4, from the OMol25 dataset.

Structure (XYZ):
```
65
C24H25N9ReSSbSe4 | the OMol25 dataset | wB97M-V/def2-TZVPD
Re 0.108 0.052 -0.184
C 2.847 1.885 2.698
C 1.725 1.514 1.783
N 1.550 0.306 1.302
N 2.461 -0.617 1.781
C 2.218 -1.941 2.107
N 3.267 -2.453 2.803
S 0.936 -2.882 1.707
C 0.753 2.516 1.330
C 0.735 3.836 1.767
C -0.260 4.680 1.312
C -1.216 4.187 0.436
C -1.134 2.870 0.041
N -0.166 2.051 0.463
H 3.820 1.701 2.230
H 2.826 2.931 2.970
H 2.762 1.299 3.618
H 3.175 -0.189 2.351
H 3.891 -1.861 3.327
H 3.117 -3.379 3.169
H 1.467 4.204 2.465
H -0.296 5.706 1.648
H -2.024 4.804 0.074
H -1.872 2.424 -0.612
C -1.028 0.210 -3.163
N -1.444 -0.281 -1.827
C -1.722 -1.745 -1.856
C -0.388 -2.404 -1.797
N 0.614 -1.772 -1.230
C 1.735 -2.576 -1.416
C 3.065 -2.370 -1.063
C 3.963 -3.363 -1.389
C 3.556 -4.534 -2.050
C 2.242 -4.741 -2.417
C 1.346 -3.731 -2.089
N -0.019 -3.588 -2.325
C 0.187 1.065 -3.027
N 0.946 1.004 -1.959
C 1.989 1.905 -2.175
C 3.086 2.225 -1.379
C 3.966 3.166 -1.870
C 3.770 3.772 -3.123
C 2.696 3.450 -3.926
C 1.813 2.503 -3.420
N 0.650 1.943 -3.939
H -0.773 -0.646 -3.794
H -1.840 0.742 -3.665
H -2.292 0.188 -1.518
H -2.304 -1.982 -0.961
H -2.286 -2.035 -2.748
H 3.372 -1.472 -0.544
H 5.005 -3.245 -1.128
H 4.294 -5.289 -2.281
H 1.934 -5.640 -2.931
H -0.632 -4.261 -2.754
H 3.244 1.741 -0.426
H 4.832 3.441 -1.286
H 4.487 4.503 -3.468
H 2.556 3.908 -4.894
H 0.225 2.151 -4.827
Se -5.049 0.087 2.999
Sb -1.293 -1.310 3.611
Se -1.831 -0.378 1.187
Se 0.215 0.374 4.450
Se -3.569 -0.404 4.617
```

Charge   +1
ΔE to the lowest compared entry with this formula, charge and spin   0.0 kJ/mol
F_max   0.36 eV/Å
2S+1   4
Lowest unoccupied orbital energy (spin up / spin down)   -3.3 / -3.9 eV

---

The following is a quantum chemistry calculation of the molecule C4H11NS in a non-equilibrium geometry, from the OMol25 dataset.

Structure (XYZ):
```
17
C4H11NS | the OMol25 dataset | wB97M-V/def2-TZVPD
C -0.466 -2.629 0.052
N -0.031 -1.307 -0.379
C -0.659 -0.223 0.347
C -0.423 1.151 -0.335
C 0.961 1.589 -0.358
S 1.804 2.185 1.189
H 0.192 -3.412 -0.395
H -1.597 -2.731 -0.535
H -0.575 -2.905 1.185
H 1.008 -1.061 -0.407
H -0.485 -0.279 1.514
H -1.757 -0.276 0.129
H -1.015 1.859 0.258
H -0.854 1.364 -1.250
H 1.108 2.436 -1.130
H 1.540 0.841 -0.863
H 1.249 3.398 0.978
```

ΔE to the lowest compared entry with this formula, charge and spin   188.5 kJ/mol
SMILES   CNCCCS
F_max   4.08 eV/Å
Lowest unoccupied orbital energy   0.9 eV

---

The following is a quantum chemistry calculation of a cluster of 2 separate species, C2H6N2O3 in total in a non-equilibrium geometry, from the OMol25 dataset.

Structure (XYZ):
```
13
C2H6N2O3 | the OMol25 dataset | wB97M-V/def2-TZVPD
N 0.366 -1.430 -0.212
C -0.591 -0.761 0.547
O -0.709 -1.198 2.038
C -0.175 -0.048 1.681
O 0.444 0.948 2.065
H -0.019 -2.324 -0.531
H 1.272 -1.620 0.282
H -1.632 -0.718 0.065
N 0.271 1.979 -1.030
O -0.447 0.890 -1.636
H 1.203 1.564 -0.725
H -0.181 2.177 -0.222
H 0.199 0.540 -2.323
```

ΔE to the lowest compared entry with this formula, charge and spin   478.1 kJ/mol
SMILES   N[C@H]1OC1=O.NO
F_max   5.01 eV/Å
Lowest unoccupied orbital energy   0.6 eV